Record 1
Entry from the Open Molecules 2025 dataset: the molecule C6H11NO2 (ωB97M-V with the def2-TZVPD basis set).

ΔE to the lowest compared entry with this formula, charge and spin, kcal per mole: 78.2
HOMO-LUMO gap, eV: 8.369
LUMO, eV: 0.68
Net charge: 0
E, Ha: -440.36261

CARTESIAN COORDINATES (ANGSTROEM)
C (1.16220, 1.79668, -0.12342)
C (-1.76262, 0.99741, 0.07144)
C (-1.55532, -1.53137, 0.11933)
C (1.60644, -0.65622, 0.20386)
C (0.81145, 0.34587, -0.30863)
C (-0.96889, -0.22128, -0.36677)
O (1.49035, -1.88831, -0.27438)
O (2.60018, -0.45067, 1.07820)
N (-0.06608, -0.20297, -1.36183)
H (3.15543, -1.24237, 1.10372)
H (0.83044, -1.69328, -1.03697)
H (0.54915, 2.29643, 0.63024)
H (2.20284, 1.89835, 0.18968)
H (1.02549, 2.31889, -1.07173)
H (-2.80305, 0.81963, -0.22118)
H (-1.75363, 1.13244, 1.15651)
H (-1.42706, 1.90475, -0.42169)
H (-2.00654, -2.02325, -0.74870)
H (-0.77576, -2.19753, 0.49116)
H (-2.31499, -1.40318, 0.89117)

=====

Record 2
Entry from the Open Molecules 2025 dataset: the molecule C6H11NO2 at a distorted geometry (ωB97M-V with the def2-TZVPD basis set).

ΔE to the lowest compared entry with this formula, charge and spin, kcal per mole: 98.6
HOMO-LUMO gap (spin up / spin down), eV: 8.991 / 8.991
LUMO (spin up / spin down), eV: 0.01 / 0.01
Net charge: 0
Structure (SMILES): CC(=O)/C=[N+](\[O-])C(C)C
E, Ha: -440.33016

CARTESIAN COORDINATES (ANGSTROEM)
C (3.32376, 0.98832, 0.40347)
C (2.31143, 0.18874, -0.30613)
O (2.67994, -0.42793, -1.26402)
C (0.90573, 0.42574, -0.06895)
N (-0.11188, -0.41526, -0.49634)
O (0.01716, -1.46332, -1.08438)
C (-1.48791, -0.05093, -0.14635)
C (-1.71604, -0.69415, 1.23170)
C (-2.41722, -0.45613, -1.23813)
H (3.01642, 2.07907, 0.54583)
H (4.21629, 0.94160, -0.14837)
H (3.25800, 0.75449, 1.47750)
H (0.78456, 1.28327, 0.54294)
H (-1.62746, 1.06740, 0.10241)
H (-2.58318, -0.49200, 1.77621)
H (-1.78326, -1.81848, 1.26853)
H (-0.91396, -0.38031, 1.90142)
H (-2.09045, -1.42480, -1.66800)
H (-2.31357, 0.36861, -1.93699)
H (-3.46837, -0.47394, -0.89235)

=====

Record 3
Entry from the Open Molecules 2025 dataset: the molecule C6H11NO2 at a distorted geometry (ωB97M-V with the def2-TZVPD basis set).

ΔE to the lowest compared entry with this formula, charge and spin, kcal per mole: 138.4
HOMO-LUMO gap, eV: 8.595
LUMO, eV: 0.56
Net charge: 0
Structure (SMILES): C=C[C@@H](NOC)C(=C)O
E, Ha: -440.26674

CARTESIAN COORDINATES (ANGSTROEM)
C (1.91764, 1.05763, 1.67443)
C (0.83079, 1.52796, 1.08440)
C (0.31040, 1.06846, -0.24657)
N (1.18931, 0.13199, -0.90090)
O (0.42152, -1.20754, -0.30539)
C (-0.09257, -2.24570, -1.11800)
C (-1.08059, 0.30516, -0.08929)
C (-1.65125, -0.04185, 1.08320)
O (-1.89771, 0.42357, -1.18530)
H (2.50096, 0.27157, 1.21911)
H (2.24247, 1.43916, 2.63078)
H (0.15774, 2.19851, 1.60825)
H (0.12956, 1.93681, -0.89739)
H (0.96187, 0.08334, -1.89529)
H (-1.08167, -1.98470, -1.51238)
H (-0.21007, -3.13141, -0.49154)
H (0.61169, -2.47191, -1.92651)
H (-2.71781, -0.18307, 1.14964)
H (-1.04110, -0.19151, 1.95523)
H (-1.50118, 1.01352, -1.83646)

=====

Record 4
Entry from the Open Molecules 2025 dataset: the molecule C6H11NO4S at a distorted geometry (ωB97M-V with the def2-TZVPD basis set).

ΔE to the lowest compared entry with this formula, charge and spin, kcal per mole: 30.0
HOMO-LUMO gap (spin up / spin down), eV: 7.859 / 6.638
2S+1: 3
LUMO (spin up / spin down), eV: 0.50 / -1.98
Net charge: 0
E, Ha: -988.87385

CARTESIAN COORDINATES (ANGSTROEM)
C (0.47111, -1.89913, 0.07560)
C (0.49492, -1.16800, -1.04186)
C (0.38191, 0.31799, 1.29562)
C (0.93005, 0.94366, 0.04724)
C (0.41581, -1.90280, -2.35172)
C (0.28577, 2.28506, -0.32513)
N (-1.85516, -0.96449, 2.03331)
O (-1.64965, 1.50479, 2.50096)
O (-1.90017, 0.54142, 0.18517)
O (0.81736, 0.16986, -1.12726)
O (2.28258, 1.03072, 0.17149)
S (-1.33772, 0.50405, 1.50763)
H (0.01646, -2.59639, 0.63590)
H (1.06467, 0.36812, 2.20561)
H (1.50115, -2.21770, -2.66593)
H (0.10964, -1.11711, -3.16133)
H (-0.25927, -2.79431, -2.50295)
H (0.55235, 3.08927, 0.37594)
H (-0.85957, 2.16131, -0.35701)
H (0.70796, 2.55306, -1.38367)
H (-2.16251, -0.92215, 2.99842)
H (-2.63894, -1.40094, 1.54203)
H (2.63124, 1.51370, -0.65805)

=====

Record 5
Entry from the Open Molecules 2025 dataset: the molecule C6H11NO4S2 at a distorted geometry (ωB97M-V with the def2-TZVPD basis set).

ΔE to the lowest compared entry with this formula, charge and spin, kcal per mole: 116.6
HOMO-LUMO gap, eV: 8.475
LUMO, eV: -0.49
Net charge: 0
Structure (SMILES): COC(OC)[C@](S)(C(C)=S)[N+](=O)[O-]
E, Ha: -1387.09639

CARTESIAN COORDINATES (ANGSTROEM)
C (1.32050, -2.36683, 0.64525)
O (1.01784, -0.99104, 0.50065)
C (-0.37373, -0.66608, 0.62907)
O (-0.76009, -0.53384, 1.94138)
C (0.20448, 0.46212, 2.48279)
C (-0.51620, 0.56118, -0.22825)
S (-1.96865, 1.56024, 0.07086)
C (-0.86959, 0.04061, -1.84087)
C (-0.61597, 1.14303, -2.81373)
S (-1.24352, -1.46937, -2.17333)
N (0.74857, 1.41835, -0.29284)
O (1.59191, 1.10582, -1.08095)
O (0.82877, 2.32677, 0.49253)
H (0.57582, -2.93631, 0.93757)
H (2.07193, -2.53717, 1.39780)
H (1.78695, -2.59510, -0.32492)
H (-0.91286, -1.55558, 0.19080)
H (0.00500, 1.39636, 1.94511)
H (1.19796, 0.10601, 2.36793)
H (0.02026, 0.59703, 3.54107)
H (-2.49510, 0.64874, 0.96952)
H (-0.68930, 2.04087, -2.31251)
H (0.36116, 1.16828, -3.31724)
H (-1.28614, 1.07590, -3.72767)

=====

Record 6
Entry from the Open Molecules 2025 dataset: the molecule C6H11NO5 at a distorted geometry (ωB97M-V with the def2-TZVPD basis set).

ΔE to the lowest compared entry with this formula, charge and spin, kcal per mole: 96.2
HOMO-LUMO gap (spin up / spin down), eV: 8.087 / 8.086
LUMO (spin up / spin down), eV: 0.21 / 0.21
Net charge: 0
E, Ha: -665.91419

CARTESIAN COORDINATES (ANGSTROEM)
C (1.82324, 1.75850, 0.84969)
C (-0.69599, -1.33480, -0.02634)
C (0.80478, -1.69531, 0.12332)
C (-0.77997, 0.23904, -0.23445)
C (1.54088, 0.22832, -0.92903)
C (-2.12859, 0.97030, -0.62329)
N (2.28123, 0.68006, 0.23691)
O (3.39158, 0.15902, 0.45040)
O (0.26304, 0.69601, -1.21696)
O (-1.47950, -1.66191, 1.11257)
O (1.30272, -2.74796, -0.62476)
O (-3.11069, 0.55230, 0.29638)
H (2.22345, 2.23338, 1.64570)
H (0.97212, 2.30513, 0.61716)
H (-0.94303, -1.70851, -1.00415)
H (1.12535, -1.31859, 1.10289)
H (-0.67275, 0.80357, 0.79003)
H (1.95060, -0.02892, -1.89660)
H (-2.34577, 0.64542, -1.58284)
H (-1.78520, 1.95961, -0.64594)
H (-2.03002, -0.86021, 1.30422)
H (1.98247, -3.23179, -0.07409)
H (-3.68993, 1.35735, 0.32915)